{"formula": "C33H48Ge2MgN4S2Si", "method": "the ωB97M-V functional and the def2-TZVPD basis", "elements": ["Mg", "C", "S", "C", "S", "N", "N", "C", "C", "C", "C", "C", "C", "N", "H", "H", "H", "H", "H", "H", "H", "H", "C", "C", "Ge", "C", "C", "C", "C", "Ge", "C", "C", "C", "C", "C", "C", "C", "C", "C", "C", "H", "H", "H", "H", "H", "H", "H", "H", "H", "H", "H", "H", "H", "H", "H", "H", "H", "H", "H", "H", "H", "H", "H", "H", "H", "H", "C", "Si", "C", "C", "N", "C", "C", "C", "C", "C", "C", "H", "H", "H", "H", "H", "H", "H", "H", "H", "H", "H", "H", "H", "H"], "positions_angstrom": [[-11.72, -15.12, -4.80], [-15.06, -19.73, -4.86], [-15.72, -18.06, -4.64], [-14.14, -17.23, -4.57], [-14.25, -15.49, -4.47], [-13.01, -17.91, -4.75], [-11.93, -17.15, -4.60], [-10.74, -17.74, -4.57], [-9.56, -16.96, -4.46], [-8.31, -17.59, -4.33], [-7.20, -16.78, -4.23], [-7.34, -15.38, -4.28], [-8.58, -14.83, -4.35], [-9.68, -15.63, -4.30], [-14.46, -19.69, -5.75], [-15.91, -20.37, -5.11], [-14.52, -20.10, -4.02], [-10.71, -18.79, -4.84], [-8.30, -18.67, -4.20], [-6.24, -17.26, -4.15], [-6.51, -14.73, -4.18], [-8.76, -13.76, -4.57], [-11.67, -13.97, 1.77], [-12.24, -14.77, 0.57], [-14.00, -15.63, 0.87], [-15.59, -14.46, 0.29], [-15.28, -12.94, 0.44], [-14.09, -16.14, 2.79], [-13.99, -17.47, 2.83], [-14.21, -18.04, 0.87], [-12.50, -18.80, 0.09], [-11.92, -18.05, -1.15], [-16.06, -18.84, 0.72], [-17.00, -18.37, 1.82], [-13.75, -18.42, 3.94], [-12.96, -18.00, 5.01], [-12.54, -18.94, 6.00], [-12.98, -20.24, 5.94], [-13.84, -20.67, 4.92], [-14.30, -19.77, 3.97], [-10.76, -13.41, 1.54], [-11.32, -14.71, 2.58], [-12.42, -13.35, 2.27], [-11.57, -15.63, 0.30], [-12.43, -14.16, -0.33], [-16.31, -14.82, 1.01], [-15.76, -14.70, -0.72], [-16.01, -12.31, -0.11], [-14.32, -12.72, -0.04], [-15.28, -12.68, 1.47], [-14.21, -15.55, 3.72], [-12.78, -19.82, -0.18], [-11.77, -18.94, 0.95], [-12.69, -17.54, -1.72], [-11.44, -18.73, -1.87], [-11.23, -17.27, -0.84], [-15.83, -19.92, 0.70], [-16.40, -18.55, -0.30], [-16.54, -18.49, 2.82], [-17.97, -18.85, 1.82], [-17.12, -17.28, 1.76], [-12.59, -17.00, 5.03], [-11.83, -18.70, 6.76], [-12.65, -20.91, 6.73], [-14.22, -21.67, 4.91], [-15.01, -20.10, 3.21], [-13.63, -11.67, -7.23], [-12.17, -12.85, -7.17], [-10.63, -12.15, -7.96], [-12.79, -14.61, -7.78], [-11.83, -13.20, -5.50], [-11.77, -12.26, -4.51], [-11.71, -10.80, -4.82], [-11.37, -9.92, -3.86], [-11.26, -10.29, -2.49], [-11.42, -11.62, -2.14], [-11.63, -12.62, -3.13], [-14.36, -12.01, -8.01], [-13.58, -10.57, -7.30], [-14.13, -11.87, -6.26], [-10.01, -13.00, -8.43], [-9.93, -11.79, -7.17], [-10.93, -11.32, -8.64], [-12.87, -14.80, -8.87], [-13.77, -14.85, -7.40], [-12.09, -15.44, -7.38], [-11.90, -10.52, -5.86], [-11.09, -8.90, -4.11], [-11.08, -9.57, -1.68], [-11.26, -11.86, -1.12], [-11.73, -13.64, -2.84]], "energy_ev": -188984.935, "relative_energy_kcal_mol": 0.00, "homo_lumo_gap_ev": 5.09, "mol_weight_g_mol": 762.52, "largest_force_ev_per_a": 4.014}